No. 1
The following is a DFT calculation (wB97M-V/def2-TZVPD) of a structure of composition C12H33LiN4O6.

spin multiplicity	1
relative energy (zero: lowest compared OMol25 entry of this formula, charge and spin)	11.0	kcal per mole
LUMO energy	0.00428	Eh
orbital gap	8.28	eV
energy	-31427.309	eV

XYZ file:
```
56
C12H33LiN4O6 | the Open Molecules 2025 dataset | wB97M-V/def2-TZVPD
O -1.34 -1.05 1.47
O -3.99 2.55 -1.56
O -3.06 0.06 2.20
O 2.94 -0.27 2.91
O 1.30 -0.06 -1.67
O -2.05 -1.35 3.52
N 0.82 -2.38 -0.31
N -1.81 0.77 -0.70
N -2.17 -0.81 2.40
N 1.11 0.98 1.03
C 3.54 -1.31 3.63
C 1.38 0.93 -2.67
C -0.02 1.96 2.95
C 2.26 -1.10 -1.76
C 2.22 -1.97 -0.52
C 3.17 -3.12 -0.59
C -4.00 3.31 -2.76
C 1.56 -0.01 3.17
C -3.99 1.15 -1.78
C -2.51 -0.84 -2.39
C 1.27 1.31 2.47
C -2.56 0.64 -1.97
Li -0.01 -0.48 0.02
H -3.03 -0.95 -3.35
H 2.07 0.76 0.74
H 2.87 -2.17 3.71
H -3.43 2.87 -3.58
H -1.46 -1.13 -2.43
H -0.25 2.86 2.38
H -4.45 0.80 -0.85
H -4.58 0.83 -2.64
H 0.37 1.33 -2.79
H -5.04 3.32 -3.12
H -2.11 1.16 -2.83
H 0.91 -0.84 2.87
H 4.20 -2.77 -0.79
H 0.67 -2.89 0.56
H 0.09 2.26 3.99
H -0.90 1.32 2.90
H 2.07 1.99 2.76
H 1.39 0.07 4.25
H -3.04 -1.44 -1.65
H 0.57 -3.07 -1.02
H 0.84 1.78 0.46
H -1.67 1.77 -0.56
H 2.94 -3.78 -1.43
H 2.46 -1.35 0.35
H 2.10 -1.70 -2.66
H -3.61 4.30 -2.57
H 4.40 -1.64 3.07
H 3.83 -1.03 4.65
H -2.45 0.50 0.05
H 3.25 -0.63 -1.83
H 2.00 1.77 -2.33
H 3.28 -3.74 0.30
H 1.63 0.56 -3.67
```

No. 2
The following is a DFT calculation (wB97M-V/def2-TZVPD) of a cluster of 4 separate species, C12H33O13P3 in total.

spin multiplicity	1
relative energy (zero: lowest compared OMol25 entry of this formula, charge and spin)	20.0	kcal per mole
LUMO energy	0.01875	Eh
orbital gap	10.01	eV
energy	-67460.758	eV

XYZ file:
```
61
C12H33O13P3 | the Open Molecules 2025 dataset | wB97M-V/def2-TZVPD
P 0.59 4.18 -2.03
P -1.03 -3.10 2.30
P 0.53 1.02 1.12
O -0.88 -4.39 -2.29
O 0.16 -3.33 1.27
O 0.51 3.31 -3.36
O -0.39 -2.62 3.73
O 2.11 1.15 0.91
O 1.16 3.22 -1.01
O -0.01 2.35 1.87
O -0.37 0.86 -0.24
O -1.56 -4.44 2.59
O -0.94 4.67 -1.82
O -2.18 -2.17 1.55
O 0.15 -0.15 1.94
O 1.57 5.43 -2.24
C -1.40 4.86 -0.48
C 0.48 -4.58 0.83
C 0.92 -3.20 -3.34
C 0.15 2.47 3.31
C 2.81 0.39 -0.04
C 0.13 -3.58 4.52
C -0.22 -3.32 -2.25
C -3.41 -2.78 1.08
C -0.33 -2.04 -1.47
C -1.80 0.99 -0.11
C 2.75 5.53 -1.53
C -0.22 2.02 -3.40
H -0.50 1.70 -4.43
H 2.15 -0.29 -0.49
H -2.58 4.92 -0.45
H -4.10 -2.07 0.36
H 3.28 6.40 -1.66
H -2.10 1.01 -1.08
H 0.35 1.20 -2.99
H -0.43 3.43 3.60
H 1.90 -3.39 -2.98
H 0.72 -2.28 -3.76
H -2.15 -0.02 0.29
H -3.80 -3.20 1.69
H -0.20 1.61 3.73
H 0.68 -4.16 -4.02
H -0.46 -5.27 0.39
H -2.19 1.90 0.38
H -3.10 -3.54 0.41
H 1.11 -4.06 4.14
H -0.99 4.01 0.08
H 2.75 5.57 -0.46
H 1.08 2.33 3.48
H 3.54 0.00 0.35
H -1.14 2.23 -2.92
H -0.79 5.75 -0.11
H 0.60 -1.96 -0.69
H 0.97 -5.18 1.51
H 3.38 4.88 -2.08
H 0.22 -3.17 5.59
H -0.13 -1.14 -2.12
H 3.08 1.02 -0.95
H -0.45 -4.47 4.59
H -1.19 -1.91 -0.74
H 1.23 -4.56 -0.06
```

No. 3
The following is a DFT calculation (wB97M-V/def2-TZVPD) of a structure of composition C12H34AlNO7PS.

spin multiplicity	1
charge	-1
relative energy (zero: lowest compared OMol25 entry of this formula, charge and spin)	22.8	kcal per mole
LUMO energy	0.09598	Eh
orbital gap	5.92	eV
energy	-55537.956	eV

XYZ file:
```
57
C12H34AlNO7PS | the Open Molecules 2025 dataset | wB97M-V/def2-TZVPD
S -0.69 3.79 2.64
P 2.99 3.45 2.95
Al 1.21 3.50 1.39
O 1.01 0.47 -5.42
O 1.58 -1.90 -3.07
O -1.87 -2.98 3.86
O -1.56 -1.70 1.04
O 3.72 1.86 2.74
O 0.83 1.03 -2.37
O -3.29 -0.03 3.01
N 4.10 4.76 2.45
C 2.50 -2.85 -2.55
C 1.48 1.59 -4.68
C 0.68 -1.42 -2.08
C -0.74 -1.59 2.22
C -0.71 -2.88 3.04
C -2.97 -1.70 1.27
C -3.52 -0.31 1.63
C 1.92 1.17 -3.28
C 0.23 0.85 -6.54
C -3.40 1.35 3.30
C -2.08 -4.30 4.34
C 0.00 -0.13 -2.55
H -0.74 5.06 3.23
H 1.97 -3.71 -2.14
H 1.22 -1.23 -1.14
H 1.22 2.11 0.56
H -0.08 -2.19 -1.91
H -4.60 -0.29 1.45
H -0.09 -0.05 -7.06
H 2.34 2.01 -5.22
H -2.64 1.92 2.76
H 3.15 -3.18 -3.36
H -3.42 -2.00 0.31
H 0.16 -2.87 3.70
H -0.35 -0.20 -3.58
H -3.03 0.45 1.00
H 0.27 -1.40 1.85
H -4.40 1.72 3.05
H 0.70 2.35 -4.60
H 2.53 0.26 -3.30
H -0.65 -3.75 2.37
H 0.82 1.47 -7.22
H 3.79 5.26 1.59
H 3.66 1.67 1.74
H -1.03 -0.73 2.82
H 5.10 4.46 2.40
H -1.23 -4.64 4.94
H 3.13 -2.38 -1.78
H 1.50 4.71 0.37
H -3.26 -2.45 2.00
H -2.25 -4.98 3.50
H -3.24 1.49 4.37
H -2.98 -4.30 4.96
H -0.88 0.04 -1.93
H 2.55 1.96 -2.86
H -0.66 1.40 -6.22
```

No. 4
The following is a DFT calculation (wB97M-V/def2-TZVPD) of a cluster of 7 separate species, C12H34BCl2F4O10 in total.

spin multiplicity	1
charge	-1
relative energy (zero: lowest compared OMol25 entry of this formula, charge and spin)	0.0	kcal per mole
LUMO energy	0.09280	Eh
orbital gap	9.29	eV
energy	-70068.804	eV

XYZ file:
```
63
C12H34BCl2F4O10 | the Open Molecules 2025 dataset | wB97M-V/def2-TZVPD
Cl -6.09 0.89 1.17
Cl -4.78 -0.06 3.98
F 0.73 -0.07 0.87
F -0.75 1.60 0.37
F -0.23 1.07 2.57
F -1.51 -0.38 1.27
O 1.01 -2.64 1.98
O 4.16 -2.06 1.68
O -3.92 -2.28 -2.12
O 2.56 2.92 -0.92
O 1.99 2.66 2.71
O 4.49 -1.25 -0.94
O 0.28 1.46 -2.16
O 4.42 -0.16 -3.37
O -3.46 -3.28 0.91
O 0.19 0.88 -4.86
C 2.11 -2.68 2.86
C 2.72 2.56 1.49
C 3.15 -0.50 -2.85
C -4.69 -2.44 -0.94
C -0.49 2.01 -4.33
C -3.95 1.02 2.83
C -4.03 -2.05 0.37
C -4.92 1.90 2.07
C 2.11 3.37 0.37
C 3.42 -3.14 2.26
C -0.91 1.72 -2.91
C 3.17 -1.07 -1.41
B -0.47 0.56 1.28
H -4.43 2.50 1.30
H -1.50 0.80 -2.89
H -4.82 -1.82 1.09
H 4.31 -0.07 -4.32
H 2.52 0.40 -2.82
H 0.76 0.53 -4.16
H 1.12 2.26 2.51
H 4.37 -1.66 -0.06
H -3.35 1.70 3.44
H -3.24 -1.31 0.28
H 2.68 1.51 1.16
H 1.02 3.43 0.48
H -5.12 -3.44 -0.87
H 2.22 -1.74 3.41
H -5.61 -1.85 -1.09
H 2.44 4.41 0.35
H 3.78 2.76 1.65
H 0.89 -1.71 1.73
H 1.86 2.40 -1.33
H -1.50 2.49 -2.42
H -3.31 0.41 2.21
H 4.08 -1.27 2.22
H 4.03 -3.60 3.04
H -5.41 2.59 2.74
H -2.65 -3.06 1.39
H 2.60 -1.18 -3.52
H -1.37 2.19 -4.94
H 2.62 -2.01 -1.50
H 0.04 1.46 -1.22
H 3.24 -3.89 1.49
H -3.16 -2.86 -2.06
H 2.56 -0.45 -0.75
H 1.86 -3.37 3.67
H 0.17 2.88 -4.42
```